Computed, not measured: a 15-piece molecular cluster, C81H204N12O9S3 overall, with wB97M-V/def2-TZVPD.

```
309
Properties=species:S:1:pos:R:3
C 0.81 -4.78 -6.03
C -0.06 -3.58 -6.20
N 0.61 -2.26 -6.09
C 1.08 -2.15 -4.71
C 2.05 -0.97 -4.49
C -0.24 -1.16 -6.56
C -1.57 -1.13 -5.85
H 1.67 -4.65 -6.69
H 0.29 -5.64 -6.45
H 1.21 -4.94 -5.03
H -0.55 -3.59 -7.17
H -0.83 -3.59 -5.43
H 0.28 -2.15 -3.98
H 1.64 -3.04 -4.44
H 2.82 -1.00 -5.26
H 1.54 -0.01 -4.38
H 2.56 -1.08 -3.53
H -0.44 -1.23 -7.63
H 0.30 -0.22 -6.44
H -1.44 -1.04 -4.77
H -2.25 -1.97 -6.01
H -2.11 -0.23 -6.15
C 5.15 1.14 3.60
C 5.11 -0.17 4.26
N 4.25 -1.14 3.50
C 3.06 -1.65 4.19
C 2.11 -0.53 4.72
C 4.99 -2.20 2.79
C 4.08 -3.01 1.90
H 4.17 1.57 3.42
H 5.56 1.02 2.60
H 5.74 1.88 4.14
H 6.12 -0.60 4.30
H 4.63 -0.07 5.23
H 2.49 -2.29 3.52
H 3.21 -2.44 4.91
H 2.48 -0.18 5.68
H 2.08 0.38 4.12
H 1.12 -0.90 4.97
H 5.46 -2.84 3.55
H 5.76 -1.79 2.14
H 4.63 -3.59 1.16
H 3.35 -2.40 1.38
H 3.62 -3.72 2.59
C -4.91 -3.65 4.47
C -6.41 -3.33 4.67
N -7.26 -3.69 3.51
C -7.06 -5.03 3.08
C -7.94 -5.57 1.97
C -8.63 -3.45 3.87
C -9.00 -2.01 4.33
H -4.64 -4.71 4.46
H -4.29 -3.18 5.24
H -4.71 -3.22 3.49
H -6.71 -3.73 5.64
H -6.45 -2.24 4.76
H -6.03 -5.10 2.73
H -7.17 -5.66 3.96
H -7.65 -6.57 1.64
H -9.01 -5.58 2.15
H -7.78 -4.88 1.13
H -8.97 -4.10 4.68
H -9.33 -3.75 3.09
H -8.45 -1.30 3.72
H -8.62 -1.84 5.33
H -10.05 -1.74 4.28
C -2.64 -1.51 -1.38
C -3.92 -2.07 -0.76
N -5.06 -1.14 -0.62
C -5.89 -1.49 0.52
C -5.32 -1.05 1.88
C -5.79 -1.13 -1.91
C -6.76 0.11 -2.00
H -2.86 -1.08 -2.36
H -1.85 -2.26 -1.41
H -2.31 -0.65 -0.80
H -4.18 -3.01 -1.25
H -3.46 -2.46 0.16
H -6.22 -2.53 0.47
H -6.81 -0.92 0.39
H -6.07 -1.17 2.66
H -4.96 -0.04 1.69
H -4.38 -1.46 2.23
H -5.11 -1.10 -2.76
H -6.45 -1.95 -2.18
H -7.36 0.16 -2.91
H -7.48 0.10 -1.19
H -6.18 1.04 -1.90
C -0.94 4.12 5.76
C -0.41 2.86 5.16
N -0.93 2.65 3.82
C -0.55 3.69 2.82
C 0.96 3.80 2.70
C -2.36 2.41 3.61
C -3.01 1.34 4.56
H -2.03 4.21 5.76
H -0.52 5.01 5.30
H -0.68 4.05 6.81
H 0.67 2.96 5.10
H -0.74 2.04 5.79
H -0.87 3.35 1.84
H -1.03 4.66 2.95
H 1.46 4.34 3.51
H 1.41 2.82 2.48
H 1.08 4.41 1.80
H -2.50 1.93 2.64
H -2.92 3.34 3.67
H -2.48 0.39 4.59
H -4.06 1.09 4.39
H -2.99 1.83 5.53
C 2.97 4.87 -9.57
C 3.12 3.60 -8.64
N 1.74 3.24 -8.15
C 1.67 2.78 -6.78
C 2.02 3.82 -5.70
C 1.09 2.37 -9.09
C -0.41 2.16 -8.91
H 2.49 4.61 -10.51
H 3.97 5.22 -9.86
H 2.50 5.76 -9.17
H 3.52 2.75 -9.21
H 3.77 3.72 -7.78
H 0.74 2.28 -6.50
H 2.45 2.01 -6.74
H 2.25 3.27 -4.78
H 2.84 4.50 -5.93
H 1.24 4.55 -5.51
H 1.56 1.39 -9.06
H 1.18 2.77 -10.10
H -0.63 1.46 -8.11
H -0.79 1.63 -9.78
H -1.05 3.04 -8.79
C -6.05 3.23 4.26
C -5.97 2.64 2.81
N -6.88 3.29 1.90
C -8.27 2.89 2.18
C -8.74 1.44 1.97
C -6.53 2.97 0.47
C -7.37 3.68 -0.62
H -5.75 4.28 4.24
H -5.43 2.78 5.04
H -7.05 3.18 4.69
H -4.94 2.63 2.45
H -6.27 1.60 2.90
H -8.53 3.10 3.22
H -8.88 3.59 1.59
H -8.47 0.69 2.71
H -9.81 1.40 1.74
H -8.32 0.95 1.09
H -6.46 1.93 0.17
H -5.55 3.42 0.28
H -7.32 4.77 -0.49
H -8.42 3.41 -0.57
H -6.98 3.36 -1.59
C 6.75 2.41 -0.72
C 6.65 1.35 -1.81
N 5.35 1.28 -2.45
C 5.04 2.58 -3.11
C 3.91 3.17 -2.28
C 5.26 0.15 -3.41
C 5.20 -1.22 -2.67
H 6.13 2.09 0.12
H 6.60 3.45 -1.02
H 7.74 2.49 -0.27
H 7.39 1.66 -2.54
H 7.00 0.36 -1.53
H 4.69 2.41 -4.13
H 5.82 3.34 -3.20
H 3.07 2.47 -2.23
H 3.51 4.08 -2.73
H 4.17 3.45 -1.26
H 4.41 0.24 -4.08
H 6.05 0.21 -4.16
H 4.57 -1.90 -3.24
H 6.13 -1.64 -2.29
H 4.60 -1.12 -1.77
C -2.36 2.19 -0.74
C -3.48 2.20 -1.80
N -2.99 2.86 -3.01
C -4.16 3.31 -3.80
C -4.66 4.63 -3.15
C -2.13 1.97 -3.74
C -1.34 2.76 -4.76
H -1.82 3.14 -0.78
H -1.66 1.35 -0.82
H -2.82 2.16 0.24
H -3.81 1.18 -2.01
H -4.37 2.70 -1.42
H -3.94 3.44 -4.86
H -4.97 2.58 -3.77
H -3.94 5.43 -3.33
H -5.58 4.95 -3.64
H -4.87 4.57 -2.08
H -2.66 1.19 -4.29
H -1.40 1.43 -3.14
H -0.28 2.91 -4.53
H -1.71 3.78 -4.89
H -1.26 2.18 -5.69
C 5.69 -5.03 -1.53
C 7.20 -5.11 -1.45
N 7.68 -6.52 -1.36
C 7.46 -7.25 -2.65
C 8.47 -8.44 -2.68
C 7.17 -7.28 -0.28
C 7.18 -6.48 1.03
H 5.29 -5.12 -2.54
H 5.45 -4.01 -1.25
H 5.16 -5.77 -0.94
H 7.62 -4.53 -2.27
H 7.63 -4.59 -0.61
H 6.43 -7.60 -2.75
H 7.76 -6.61 -3.48
H 9.50 -8.19 -2.42
H 8.17 -9.25 -2.02
H 8.44 -8.93 -3.65
H 7.75 -8.18 -0.07
H 6.14 -7.60 -0.40
H 7.11 -7.16 1.88
H 6.38 -5.76 1.14
H 8.13 -5.94 1.08
C 3.79 5.34 1.64
C 4.99 4.60 2.30
N 5.91 5.51 3.03
C 5.25 6.32 4.04
C 6.23 7.31 4.71
C 7.02 4.67 3.62
C 7.73 3.60 2.70
H 4.19 5.93 0.81
H 3.25 5.99 2.32
H 3.13 4.59 1.19
H 4.62 3.90 3.04
H 5.54 4.09 1.51
H 4.50 6.94 3.54
H 4.69 5.69 4.74
H 6.81 6.81 5.49
H 6.93 7.64 3.95
H 5.69 8.15 5.15
H 6.66 4.13 4.50
H 7.76 5.38 3.99
H 8.06 3.91 1.70
H 7.10 2.72 2.58
H 8.60 3.16 3.19
C -0.02 -4.64 2.94
C -0.88 -5.23 4.09
N -0.62 -4.54 5.42
C -1.13 -5.26 6.62
C -0.50 -6.71 6.84
C -1.02 -3.09 5.37
C -0.70 -2.30 6.66
H 1.03 -4.60 3.23
H -0.29 -3.62 2.66
H -0.02 -5.25 2.04
H -1.96 -5.24 3.94
H -0.61 -6.27 4.24
H -2.20 -5.35 6.44
H -1.01 -4.68 7.54
H -1.05 -7.28 7.59
H 0.55 -6.75 7.14
H -0.65 -7.30 5.94
H -0.71 -2.48 4.52
H -2.10 -3.13 5.22
H -0.74 -1.22 6.52
H -1.41 -2.54 7.45
H 0.31 -2.44 7.03
O 1.62 -1.19 -0.57
S 1.46 0.26 -0.59
O 1.02 0.97 -1.79
O 0.32 0.68 0.53
C 0.14 -0.11 1.74
C -1.19 -0.72 1.92
C 2.89 1.10 0.18
H 0.35 0.58 2.55
H 0.89 -0.90 1.80
H -1.47 -0.98 2.94
H -1.22 -1.68 1.40
H -2.02 -0.15 1.50
H 3.08 0.59 1.13
H 2.58 2.14 0.28
H 3.67 0.90 -0.55
O -0.20 7.61 -1.66
S 0.20 6.31 -1.15
O 1.52 6.14 -0.50
O -0.98 5.85 -0.03
C -2.31 6.28 -0.15
C -3.14 5.73 1.00
C -0.11 5.01 -2.36
H -2.70 5.82 -1.06
H -2.22 7.36 -0.30
H -3.19 4.64 1.01
H -4.16 6.10 0.94
H -2.68 5.95 1.97
H 0.61 5.15 -3.17
H -1.15 5.11 -2.67
H 0.06 4.05 -1.87
O -1.65 -6.91 -0.94
S -1.17 -5.54 -0.98
O -1.87 -4.53 -0.17
O 0.42 -5.42 -0.66
C 1.03 -4.10 -0.75
C 2.15 -4.21 -1.74
C -1.29 -5.08 -2.75
H 1.35 -3.73 0.22
H 0.37 -3.33 -1.15
H 2.56 -3.22 -1.97
H 1.80 -4.64 -2.68
H 2.98 -4.79 -1.34
H -0.40 -5.48 -3.23
H -1.33 -3.99 -2.86
H -2.24 -5.43 -3.15
```

For the LUMO energy, the calculation gives 0.53 eV. As for the molecular weight: 1586.8 u.